Entry from the Open Molecules 2025 dataset: C18H15N5O2S2 in the gas phase at a distorted geometry (the ωB97M-V functional and the def2-TZVPD basis).

The lowest unoccupied orbital energy is 0.4 eV. Its HOMO energy is -8.60 eV. The SMILES is NC(=O)CSc1nnc(Cn2c(=O)sc3ccccc32)n1-c1ccccc1. Its orbital gap is 9.04 eV. The total energy is -52127.0206 eV. As for the relative energy (zero: lowest compared OMol25 entry of this formula, charge and spin): 0.000 eV.

Geometry (Å):
1 N -5.557 -1.089 -0.676
2 C -5.848 0.074 -0.074
3 O -6.718 0.834 -0.433
4 C -4.989 0.349 1.161
5 H -5.476 1.108 1.773
6 H -4.805 -0.558 1.733
7 S -3.366 1.064 0.740
8 C -2.487 -0.375 0.344
9 N -2.965 -1.586 0.203
10 N -1.942 -2.398 -0.104
11 C -0.858 -1.687 -0.165
12 N -1.141 -0.369 0.102
13 C -0.259 0.732 0.156
14 C 0.437 1.109 -0.985
15 C 1.333 2.160 -0.920
16 C 1.528 2.833 0.274
17 C 0.817 2.465 1.405
18 C -0.081 1.414 1.352
19 H -0.628 1.106 2.230
20 H 0.966 2.990 2.335
21 H 2.233 3.648 0.323
22 H 1.881 2.449 -1.803
23 H 0.272 0.583 -1.914
24 C 0.497 -2.228 -0.469
25 N 1.535 -1.545 0.278
26 C 1.382 -1.407 1.628
27 O 0.474 -1.837 2.284
28 S 2.742 -0.450 2.284
29 C 3.418 -0.261 0.682
30 C 4.555 0.440 0.330
31 C 4.924 0.471 -1.003
32 C 4.171 -0.199 -1.957
33 C 3.032 -0.902 -1.605
34 C 2.643 -0.927 -0.274
35 H 2.467 -1.421 -2.364
36 H 4.474 -0.175 -2.992
37 H 5.807 1.014 -1.301
38 H 5.133 0.947 1.085
39 H 0.480 -3.293 -0.213
40 H 0.712 -2.127 -1.535
41 H -6.056 -1.331 -1.517
42 H -4.737 -1.624 -0.398

Mulliken population analysis, charges in e, atoms 1 to 6: N -0.300; C 0.558; O -0.635; C -0.772; H 0.379; H 0.411